Entry 1:
Formula: C36H44NOPSb2V
Source: the Open Molecules 2025 dataset
Level of theory: the ωB97M-V functional and the def2-TZVPD basis

Values from the calculation:
HOMO (spin up / spin down), eV: -13.22 / -13.11
E, eV: -89620.5900
⟨S²⟩: 0.757
E_LUMO (spin up / spin down), eV: -6.01 / -5.89

```
! RIJCOSX wB97M-V def2-TZVPD def2/J DEFGRID3
* xyz 2 2
C -3.88051 -0.50657 1.32788
H -3.97058 -0.44163 -4.80004
H -0.67744 6.24462 5.65378
C -1.24469 2.90018 3.77599
H 1.80848 3.55931 -1.05630
C -2.08613 -4.15507 0.33554
C -3.52462 -1.82281 -1.74156
C -4.55984 -0.89779 3.60113
C 4.43883 0.60174 -0.79403
H 1.37838 -5.48897 -0.65742
C -0.83651 5.30646 5.13999
C -2.77095 -1.32841 1.50683
H -3.07078 -3.80915 0.62181
H -3.09318 2.74319 0.16134
C -1.78827 -0.24932 -2.23221
C -4.77095 -0.28899 2.37308
V 0.44110 -0.07125 0.29511
H -1.89566 0.73388 -4.14328
H 1.23781 -0.24243 -2.00895
H 2.76408 -0.50289 -2.78859
H -3.30309 -2.21833 4.73756
C -2.35608 -1.16831 -1.35308
Sb -0.41965 2.59266 0.10664
C -0.17952 4.02675 1.66772
H 3.82325 -2.27687 -1.83454
C -3.51596 -0.63984 -3.83849
H -1.92422 1.63300 2.14235
C -1.89180 -5.51998 0.14856
C 0.40114 -5.11422 -0.39062
H 2.47774 0.83799 -0.02636
H -5.00414 -2.07574 -3.26603
C -0.49350 5.18148 3.80536
H -4.00170 -2.53882 -1.08383
H -2.40490 4.12745 -0.72205
C -1.05723 -3.24182 0.15966
C -1.58914 3.03756 5.12151
Sb 0.32103 0.39068 2.94826
H 0.90226 4.19153 1.66004
H 2.63449 1.23608 3.99806
N 1.56638 -1.70526 0.12942
C -4.09931 -1.56078 -2.97327
H 0.47554 4.71123 -1.25901
C 1.81538 1.78077 3.52818
H -5.63343 0.34635 2.22293
O 2.52243 -3.47226 -0.77462
C -2.56493 -1.93441 2.74705
H -2.71754 -6.20464 0.29069
H 5.01908 -0.06467 -1.43724
C 2.99764 0.11020 -0.70825
H -4.06272 -0.03060 0.37166
C -1.46580 1.56937 3.12978
H -0.49705 -7.06033 -0.38277
H -0.06538 6.03336 3.28947
H 2.20384 2.30907 2.65776
H 4.43989 -2.91056 -0.28985
C -0.67564 3.98742 3.10568
H 1.41843 2.50429 4.23887
H 4.49835 1.59927 -1.22817
H 0.57501 3.28518 -2.30625
C -0.65356 -6.00208 -0.22719
H -5.25907 -0.73819 4.41111
H -2.03851 2.19485 5.63494
H -2.55770 2.53562 -1.51810
H -1.66831 4.30092 6.84830
H 2.23817 1.14302 -2.44997
H -0.60751 4.90744 1.17892
C 2.27411 0.13117 -2.04681
C -3.45838 -1.72700 3.78567
C 0.26969 -0.68300 4.75303
H 4.91396 0.62989 0.18614
C -2.35654 3.04890 -0.58022
H -0.87494 0.28209 -1.96662
C 1.43437 -2.92648 -0.27505
H -1.71693 -2.59318 2.90306
C 2.97648 -1.27378 -0.03426
P -1.49789 -1.45259 0.21945
H 0.04174 0.04248 5.53359
H -2.14229 0.94494 3.71734
C 0.75069 3.65763 -1.29799
H 3.43181 -1.18088 0.95408
H 1.24023 -1.13225 4.95192
C -1.38765 4.22227 5.80673
C 0.21510 -3.74872 -0.19137
C 3.58649 -2.46310 -0.78866
H -0.49332 -1.45607 4.73113
C -2.35483 0.02111 -3.47109
*
```

Löwdin population analysis, charges in e, atoms 1 to 6: number 1, C, carries -0.088; number 2, H, carries 0.120; number 3, H, carries 0.115; number 4, C, carries -0.294; number 5, H, carries 0.011; number 6, C, carries -0.073



Entry 2:
Formula: C5H10O
Source: the Open Molecules 2025 dataset
Level of theory: the ωB97M-V functional and the def2-TZVPD basis

Values from the calculation:
HOMO, eV: -8.16
SMILES: C/C=C\OCC
E, eV: -7392.3517
Energy relative to the best compared isomer or geometry (same formula, charge and spin), kcal per mole: 55.66
E_LUMO, eV: 1.08

```
! RIJCOSX wB97M-V def2-TZVPD def2/J DEFGRID3
* xyz 0 1
O 0.71876 -0.84587 -0.84211
C 0.66843 0.13240 1.89092
C 1.39440 0.27027 -0.48748
H -2.49387 -0.51230 -1.71460
H -0.30756 0.36389 2.33073
C -0.77573 -0.70976 -0.40752
C 1.05792 0.88687 0.64660
H 2.21413 0.61526 -1.12975
H 0.72336 -0.95334 1.73754
H 1.42843 0.38707 2.63772
C -1.46989 -0.14281 -1.62020
H -1.49527 0.95414 -1.61532
H -1.10425 -0.14465 0.49821
H 1.29195 1.93273 0.74035
H -0.96553 -1.75080 -0.19360
H -0.88528 -0.48311 -2.47149
*
```

Löwdin population analysis, charges in e, atoms 1 to 6: number 1, O, carries -0.111; number 2, C, carries -0.123; number 3, C, carries -0.207; number 4, H, carries 0.077; number 5, H, carries 0.069; number 6, C, carries -0.191



Entry 3:
Formula: C4H5ClFP
Source: the Open Molecules 2025 dataset
Level of theory: the ωB97M-V functional and the def2-TZVPD basis

Values from the calculation:
HOMO, eV: -9.81
SMILES: C=CP(F)Cl.C#C
E, eV: -28755.5739
Energy relative to the best compared isomer or geometry (same formula, charge and spin), kcal per mole: 23.75
E_LUMO, eV: 0.35

```
! RIJCOSX wB97M-V def2-TZVPD def2/J DEFGRID3
* xyz 0 1
H 1.08941 1.60714 -0.52223
H 0.35220 -1.77345 1.36877
H 3.31214 -0.66060 0.93995
C 0.19609 1.17363 -0.92113
C 1.36662 -1.50988 1.34939
P -2.06535 -0.43809 -0.85805
H -0.24620 0.09404 0.85090
F -2.51344 0.76001 -1.99733
C -0.60372 0.43464 -0.10979
Cl -3.32303 -0.00516 0.64116
H -0.04000 1.43780 -1.92127
C 2.47527 -1.12007 1.17964
*
```

Löwdin population analysis, charges in e, atoms 1 to 6: number 1, H, carries 0.048; number 2, H, carries 0.014; number 3, H, carries -0.023; number 4, C, carries -0.036; number 5, C, carries 0.000; number 6, P, carries 0.525



Entry 4:
Formula: C6H16OP2
Source: the Open Molecules 2025 dataset
Level of theory: the ωB97M-V functional and the def2-TZVPD basis

Values from the calculation:
HOMO, eV: -8.35
SMILES: CC(C)POC(C)(C)P
E, eV: -27104.1480
Energy relative to the best compared isomer or geometry (same formula, charge and spin), kcal per mole: 7.74
E_LUMO, eV: 0.88

```
! RIJCOSX wB97M-V def2-TZVPD def2/J DEFGRID3
* xyz 0 1
C 0.79739 -0.08906 -2.55757
C 0.89326 -0.15386 3.00820
H -1.53674 0.40985 -1.22287
H 1.01614 -0.10271 -3.61727
P 0.13290 -1.81964 -0.32502
H -1.80429 -0.04027 -3.05393
H -2.09614 0.64952 2.35774
P -1.57243 -0.22111 1.45913
C 0.38589 1.64515 1.22054
H 1.43756 2.09151 1.39323
H 2.08242 0.08137 2.96231
C 0.29009 0.11721 1.59047
O 0.93287 -0.66534 0.62441
C -0.25278 -1.11640 -2.14287
H 0.47996 0.76013 3.61463
H -1.59601 -1.48660 2.14655
H 0.61370 0.91076 -2.17121
H 0.11817 1.72831 0.10234
H -0.28815 2.25781 1.87349
C -1.65255 -0.33719 -2.05366
H 1.71507 -0.44407 -2.06827
H -2.41607 -0.96912 -1.68838
H -0.17022 -2.08050 -2.72715
H 0.78342 -1.14746 3.47075
H 1.37751 -2.14396 -0.60018
*
```

Löwdin population analysis, charges in e, atoms 1 to 6: number 1, C, carries -0.156; number 2, C, carries -0.098; number 3, H, carries 0.024; number 4, H, carries 0.067; number 5, P, carries 0.907; number 6, H, carries 0.050